Entry from the Open Molecules 2025 dataset: a 2-piece molecular cluster, C4H10O overall (wB97M-V/def2-TZVPD).

Properties
spin multiplicity = 1
ΔE to the lowest compared entry with this formula, charge and spin = 312.9 kJ/mol
charge = 0

XYZ file:
```
15
Properties=species:S:1:pos:R:3:forces:R:3:lowdin_charge:R:1
H -1.726829 -1.270220 1.512662 0.0 0.2 0.1 0.007
C 0.079201 0.807333 0.006007 0.0 0.0 0.0 -0.141
H 2.432601 -1.176192 -1.654341 -0.1 0.1 0.0 0.066
C 1.719602 -0.351485 -1.547709 0.0 0.0 -0.1 -0.133
O -3.123623 -0.000872 1.365840 0.2 0.1 0.3 -0.063
C 1.061169 -0.348420 -0.170147 0.0 -0.1 0.0 -0.327
H 2.264384 0.584718 -1.719454 -0.1 -0.1 0.0 0.070
H 1.835113 -0.290991 0.605558 -0.1 0.0 -0.1 0.102
C -2.052921 -0.341949 2.045000 -0.2 -0.2 -0.2 -0.015
H -3.480858 0.810529 1.761225 0.0 -0.1 -0.1 0.094
H 0.970560 -0.448730 -2.342701 0.1 0.0 0.1 0.071
H -0.763789 0.719005 -0.691160 0.1 0.0 0.1 0.076
H -0.321849 0.839017 1.027276 0.1 0.0 -0.2 0.025
H 0.569338 1.768911 -0.187975 -0.1 -0.1 0.0 0.074
H 0.537902 -1.300654 -0.010082 0.1 0.1 0.0 0.093
```
Forces are in eV/Å.

---

Entry from the Open Molecules 2025 dataset: one molecule with the formula C4H4Cl2N2O in a non-equilibrium geometry (wB97M-V/def2-TZVPD).

Properties
spin multiplicity = 1
ΔE to the lowest compared entry with this formula, charge and spin = 402.2 kJ/mol
charge = 0

XYZ file:
```
13
Properties=species:S:1:pos:R:3:forces:R:3:lowdin_charge:R:1
H -0.865964 -2.380143 1.402720 -0.3 -1.0 0.7 0.071
C -0.228753 -1.596065 1.753505 1.5 0.9 -2.9 -0.062
O 0.697855 2.086346 -2.336525 -0.7 -1.0 0.5 0.014
C -0.836168 1.511507 -0.615045 1.1 0.2 -0.7 -0.900
Cl -1.965767 2.656623 -1.160425 -0.7 0.1 0.1 0.633
Cl -1.605403 0.007984 0.141747 -0.5 0.5 -1.5 1.031
C -0.035867 -0.782211 0.485691 0.5 -0.5 2.3 -0.578
H 0.813310 -1.840343 1.981161 -0.6 -0.4 0.7 0.098
C 0.274401 1.283321 -1.511119 1.7 0.3 0.6 -0.556
N 1.055305 -0.463989 -0.013195 -0.8 -2.1 1.1 0.019
H -0.724762 -0.885624 2.342421 -0.5 0.3 1.9 0.047
H 2.203983 0.192712 -1.388233 -1.2 0.8 -0.1 0.165
N 1.217829 0.209881 -1.082703 0.5 2.0 -2.7 0.019
```
Forces are in eV/Å.

---

Entry from the Open Molecules 2025 dataset: C23H43ClIN3O7 as an isolated structure in a non-equilibrium geometry (wB97M-V/def2-TZVPD).

Properties
spin multiplicity = 1
charge = 0

XYZ file:
```
78
Properties=species:S:1:pos:R:3:forces:R:3:lowdin_charge:R:1
N 3.500350 0.648214 1.266030 0.1 0.3 -0.3 0.203
H -4.088417 3.676211 -0.896220 -0.1 0.0 -0.1 0.082
H -5.069115 1.404248 -0.602421 -0.1 -0.1 -0.1 0.110
O 1.096852 0.920331 -4.608090 0.3 0.1 0.1 -0.448
H 6.108336 3.832876 0.653738 0.1 0.0 0.0 0.117
C -2.395358 -0.399446 0.059891 0.1 0.0 0.2 -0.211
C 2.278265 -1.084735 4.447393 -0.2 -0.1 0.0 0.014
C 2.437497 -0.309583 0.871992 0.8 -0.3 -0.5 -0.181
C -2.695308 -1.198794 -1.214770 -0.4 0.0 0.2 -0.190
H -6.134658 1.125047 1.676762 -0.1 -0.1 0.2 0.111
H -2.056905 -4.520156 -0.563051 -0.1 -0.1 0.0 0.098
O -4.020270 3.663076 1.181149 0.1 0.1 0.1 -0.200
O 0.830521 0.170457 2.974123 1.9 -1.3 0.4 0.113
H 4.395144 0.415590 -1.771651 0.1 0.0 0.0 0.112
H -5.549672 3.370468 2.480262 -0.1 0.0 0.1 0.117
C -3.051880 0.978584 0.067859 -0.1 -0.2 -0.2 -0.206
H 4.597540 4.193961 2.371198 0.0 -0.1 0.1 0.077
C -5.120398 1.500876 1.521948 -0.1 -0.2 -0.2 -0.185
N 5.288709 1.948045 0.551805 0.0 -0.3 0.0 0.047
H -1.872216 -1.106600 -1.913951 0.0 0.1 -0.2 0.078
O -1.048383 1.755140 -5.150360 0.1 0.0 0.0 -0.363
H 0.764533 -4.209222 2.234067 -0.1 -0.1 -0.1 0.101
H 2.120920 -2.495614 -3.185632 0.1 -0.1 0.0 0.114
C -3.068521 -2.675969 -1.008081 0.1 -0.1 -0.4 -0.183
H 6.105668 1.624924 0.050875 0.0 0.1 -0.3 0.139
H -4.834703 5.080910 -0.090799 -0.1 0.1 0.0 0.086
H -6.014204 3.291619 0.778380 0.0 0.1 -0.1 0.118
O 2.788128 -3.293451 1.024687 -1.2 0.8 0.7 0.109
H 3.293548 3.292682 1.614399 -0.2 0.0 -0.2 0.054
C 4.116231 3.975183 1.420150 0.3 0.1 0.1 -0.086
H 2.617428 -2.116279 4.417595 0.1 0.0 0.1 0.082
C -4.579886 0.890557 0.228229 0.0 0.4 -0.1 -0.195
N 2.406861 -1.251409 1.991383 -1.3 0.1 0.0 0.064
H 1.499824 0.231471 0.747503 -0.1 0.0 0.3 0.141
H -4.897216 -0.150425 0.162968 0.0 -0.1 0.0 0.106
C 0.913848 -3.179913 2.538118 0.2 -0.5 -0.1 0.025
H -0.171960 -1.735124 -2.674318 -0.4 -0.3 -0.5 0.058
H 3.156239 -0.474556 4.655177 0.0 0.1 0.1 0.097
H 0.012945 -2.597979 2.376117 -0.1 0.1 0.0 0.101
O -0.230872 -0.190000 -6.220958 0.1 0.1 0.1 -0.356
O -0.818929 -0.258030 -3.937247 -0.1 0.2 0.0 -0.400
H -3.466752 -2.827589 -0.003936 0.0 0.1 0.1 0.097
H 3.714917 4.907937 1.034931 -0.2 0.0 0.0 0.083
Cl -0.254735 0.564240 -4.996264 -0.3 -0.2 0.0 0.635
H 3.706624 0.903614 2.220862 -0.1 0.1 0.1 0.176
C 0.189378 -2.708964 -2.358035 0.0 0.1 0.2 -0.207
H -2.760019 -0.950069 0.933353 0.0 -0.1 0.1 0.106
H 0.927868 -0.661647 -1.342192 0.0 0.2 0.1 0.101
H 2.187380 -0.459870 -2.518642 -0.2 0.1 -0.1 0.059
H -2.813826 1.466112 -0.878313 0.1 0.1 0.0 0.114
C 5.127834 3.419476 0.434301 0.0 0.1 0.1 -0.251
H 4.889065 3.709818 -0.587373 -0.2 -0.1 -0.1 0.077
C 2.071189 -2.641006 1.762688 1.9 -0.4 -0.9 -0.404
H -3.077020 4.894682 -0.113746 0.1 0.0 0.0 0.087
C 1.720125 -0.663788 3.127885 -1.5 1.3 -0.7 -0.455
H -4.519810 1.175319 2.372516 0.1 0.0 0.1 0.114
C 2.934635 -0.725571 -0.549380 -0.2 0.2 -0.4 -0.238
C -4.018697 4.356801 -0.045491 0.1 -0.1 0.1 -0.110
I 2.376142 2.142251 -1.646334 0.1 0.1 0.0 1.154
H -0.550051 -2.301806 -0.385936 0.0 0.1 0.2 0.088
H -3.542803 -0.718439 -1.702852 0.0 0.1 -0.1 0.111
H 1.161937 -3.185254 3.598713 -0.2 0.0 0.0 0.082
C -5.239695 3.012561 1.496746 0.1 0.0 0.0 -0.239
H 3.674698 -1.521485 -0.485897 0.1 -0.1 0.2 0.149
C 1.684287 -2.479055 -2.187632 0.2 0.2 -0.1 -0.163
H -1.319705 -0.264827 0.206822 0.1 -0.1 0.0 0.086
H -0.020262 -3.434283 -3.141460 0.1 0.0 -0.2 0.124
H -3.892816 -2.903340 -1.683765 -0.1 -0.1 0.0 0.102
C 1.902953 -1.043706 -1.646858 -0.2 -0.5 0.2 -0.186
C 4.217038 1.110452 0.289595 -0.1 0.1 0.5 -0.366
C 3.688285 0.555665 -0.963400 0.2 -0.2 -0.2 -0.511
C -1.937765 -3.693964 -1.267307 0.0 0.1 0.4 -0.182
H 0.101617 -3.902515 -0.617610 0.1 -0.2 0.2 0.101
C -0.520622 -3.140968 -1.086342 0.3 -0.1 0.2 -0.213
H 1.530174 -0.937034 5.217420 0.0 0.0 0.2 0.101
H 2.186076 -3.255338 -1.615453 0.0 -0.1 0.3 0.098
H -2.030453 -4.140325 -2.255682 0.0 0.1 -0.2 0.106
H -2.637712 1.598730 0.857821 0.1 0.1 0.1 0.102
```
Forces are in eV/Å.

---

Entry from the Open Molecules 2025 dataset: a 6-piece molecular cluster, CH15NO5 overall in a non-equilibrium geometry (wB97M-V/def2-TZVPD).

Properties
spin multiplicity = 1
ΔE to the lowest compared entry with this formula, charge and spin = 121.7 kJ/mol
SMILES = CN.O.O.O.O.O
charge = 0

XYZ file:
```
22
Properties=species:S:1:pos:R:3:forces:R:3:lowdin_charge:R:1
N -1.711470 -0.310081 0.325590 -0.6 0.3 0.1 -0.061
H -1.012884 -0.620571 2.332829 -0.5 -0.3 -0.1 0.053
O 1.243692 -2.009951 1.764920 0.5 0.2 -0.6 -0.056
H 2.907954 -1.213903 -2.120784 -0.1 0.0 0.3 0.051
H -3.537909 2.004161 -2.033488 0.4 0.6 0.6 0.030
H 2.442360 -0.449605 -0.899028 -0.3 1.1 0.2 -0.025
O 0.572171 1.176477 -1.925830 0.3 -0.1 0.1 -0.051
H 0.449005 1.191951 -0.971890 -0.2 0.1 -0.1 0.011
O 2.906884 0.750937 1.166934 -1.1 0.2 0.0 -0.059
O -3.133592 2.099306 -2.901589 -0.6 -0.7 0.2 -0.061
H -0.309216 1.305201 -2.283798 -0.3 0.0 0.0 0.026
C -1.596494 0.089047 1.720936 1.5 -0.4 1.0 -0.208
H -3.607183 1.355594 -3.296020 0.3 0.1 -0.7 0.036
H 2.838401 -0.094432 1.634669 0.0 0.2 0.0 0.022
H -0.867806 -0.743098 -0.026344 0.0 -0.1 0.2 0.045
H -0.956905 0.967838 1.872621 -0.6 0.4 -0.4 0.060
O 2.899000 -1.235542 -1.153559 0.4 -1.1 -0.4 -0.051
H 1.686588 -1.921781 0.902605 -0.3 0.1 -0.1 0.019
H -2.568121 0.204565 2.204006 0.1 0.3 -0.3 0.071
H 1.998050 1.123454 1.220729 1.0 -0.3 0.1 0.047
H -2.452407 -1.000455 0.296819 0.2 -0.1 -0.4 0.058
H 1.809883 -2.669113 2.169674 -0.1 -0.3 0.5 0.043
```
Forces are in eV/Å.

---

For each record above, in turn, the calculated LUMO level values are 0.75, 0.12, -1.74, 0.41 eV.
For each record above, in turn, the calculated HOMO values are -8.9073, -7.9437, -8.2159, -9.5061 eV.